Computed, not measured: a 2-piece molecular cluster, C10H13NO overall, with wB97M-V/def2-TZVPD.

Spin multiplicity: 1
Orbital gap, eV: 9.66
SMILES string: Cc1ccccc1C.CN=C=O

Each line ends with the Löwdin charge.
Element x y z (Å)
1 C 1.49189 -1.51220 -1.46399  -0.040
2 C 1.17105 -0.13459 -0.92042  -0.217
3 C 1.07856 0.89997 -1.84810  -0.050
4 C 0.70234 2.15745 -1.40667  -0.100
5 C 0.36943 2.29342 -0.08231  -0.112
6 C 0.53935 1.29784 0.87786  -0.086
7 C 0.93723 0.07481 0.44808  -0.267
8 C 1.00056 -1.08203 1.39583  -0.037
9 H 0.62741 -2.07922 -1.52095  0.046
10 H 2.11097 -2.08971 -0.81337  0.063
11 H 2.08233 -1.40180 -2.43492  0.111
12 H 1.21451 0.93069 -2.96021  0.128
13 H 0.76949 2.99594 -2.05534  0.093
14 H 0.28151 3.28979 0.34409  0.101
15 H 0.22874 1.56025 1.93282  0.135
16 H 1.90186 -1.53737 1.80096  0.087
17 H 0.60207 -1.91625 0.82023  0.061
18 H 0.25099 -0.82806 2.16625  0.075
19 C -2.66938 0.30796 1.31311  -0.129
20 N -2.48944 -0.62957 0.34939  0.069
21 C -2.23485 -1.67748 -0.09737  -0.328
22 O -2.02941 -2.74208 -0.56727  0.114
23 H -2.17001 1.16448 0.89929  0.051
24 H -3.72241 0.53939 1.43598  0.081
25 H -2.04479 0.11837 2.38703  0.151

---

Computed, not measured: a 10-piece molecular cluster, C16H54F6N4O9P overall, with wB97M-V/def2-TZVPD.

Spin multiplicity: 1
Charge: -1
Orbital gap, eV: 9.43

Each line ends with the Löwdin charge.
Element x y z (Å)
1 P -0.12368 0.35644 -0.10437  0.224
2 F -1.12521 -0.42054 0.88912  -0.139
3 F -0.49408 -0.65335 -1.34498  -0.172
4 F -1.41839 1.21524 -0.60838  -0.166
5 F 0.86133 1.09665 -1.18657  -0.180
6 F 0.25544 1.53402 0.93436  -0.143
7 F 1.10468 -0.63995 0.22036  -0.144
8 C -1.62789 -3.20002 -4.21336  -0.049
9 C -1.01007 -4.33167 -3.38628  -0.440
10 C 0.51914 -4.41507 -3.49663  -0.199
11 O 1.00291 -4.46341 -4.82885  -0.182
12 C 0.48223 -5.48995 -5.63580  -0.130
13 N -1.38356 -4.09871 -1.98623  0.034
14 H -2.69385 -3.07127 -4.03113  0.074
15 H -1.55073 -3.48302 -5.26803  0.061
16 H -1.13168 -2.23364 -4.12094  0.091
17 H -1.41547 -5.26866 -3.77476  0.122
18 H 0.92367 -5.31560 -3.00644  0.120
19 H 1.03227 -3.58974 -2.99884  0.124
20 H -0.57608 -5.37055 -5.88888  0.071
21 H 0.45831 -6.42802 -5.06028  0.085
22 H 1.09952 -5.62264 -6.51797  0.085
23 H -0.91014 -4.79859 -1.41137  0.064
24 H -0.86171 -3.27457 -1.68099  0.063
25 C 6.41648 0.55740 0.09318  -0.079
26 C 5.65749 -0.37421 -0.86174  -0.391
27 C 5.50510 -1.82426 -0.43213  -0.214
28 O 6.75142 -2.34771 -0.06276  -0.183
29 C 6.75968 -3.75141 0.05289  -0.115
30 N 4.34752 0.27729 -1.05192  0.034
31 H 6.69532 1.58167 -0.16537  0.072
32 H 7.39938 0.14254 0.36613  0.067
33 H 5.94540 0.69893 1.07191  0.077
34 H 6.16966 -0.39677 -1.82614  0.141
35 H 5.05971 -2.34645 -1.28632  0.129
36 H 4.77533 -1.91285 0.38443  0.134
37 H 7.77606 -4.12505 0.19724  0.081
38 H 6.39187 -4.27530 -0.83102  0.089
39 H 6.26587 -4.01269 0.99408  0.088
40 H 3.88053 0.37889 -0.15535  0.085
41 H 4.45821 1.23859 -1.34917  0.085
42 C -2.89500 -1.92227 6.31130  -0.079
43 C -2.87276 -0.51903 5.70905  -0.436
44 C -1.88963 -0.52917 4.53189  -0.227
45 O -0.55780 -0.59403 4.99454  -0.179
46 C 0.39468 -0.40079 3.96811  -0.105
47 N -4.25255 -0.21642 5.34153  0.028
48 H -3.67105 -2.12391 7.05099  0.071
49 H -1.95951 -2.09588 6.84778  0.076
50 H -3.00039 -2.63680 5.49239  0.078
51 H -2.52648 0.16956 6.48141  0.136
52 H -2.07438 0.35604 3.90682  0.118
53 H -2.10875 -1.34305 3.83000  0.127
54 H 0.25363 -1.03472 3.09109  0.079
55 H 1.37949 -0.63277 4.37521  0.084
56 H 0.42476 0.65485 3.68572  0.085
57 H -4.71727 -0.98541 4.87126  0.069
58 H -4.25084 0.52562 4.64366  0.063
59 C -2.22863 4.28905 2.82007  -0.060
60 C -2.43070 4.49305 1.33102  -0.426
61 C -3.86847 4.95972 1.06278  -0.188
62 O -3.95452 5.40897 -0.30023  -0.189
63 C -5.19989 5.94741 -0.60315  -0.143
64 N -1.44158 5.43924 0.81276  0.039
65 H -2.47925 5.20921 3.36362  0.076
66 H -1.20690 3.99610 3.04893  0.082
67 H -2.96518 3.62582 3.28079  0.074
68 H -2.36996 3.55145 0.77531  0.139
69 H -4.14979 5.85413 1.63297  0.122
70 H -4.55649 4.14210 1.29418  0.129
71 H -5.27743 6.10968 -1.67731  0.089
72 H -5.40243 6.91896 -0.12537  0.083
73 H -6.04428 5.33238 -0.26735  0.085
74 H -1.54231 6.22623 1.45695  0.089
75 H -1.80318 5.84173 -0.05045  0.089
76 O 0.42499 3.81749 -0.49955  -0.086
77 H 0.64417 2.99048 -0.05087  -0.022
78 H -0.28964 4.20412 0.04379  -0.026
79 O 1.88575 2.56884 -3.18699  -0.072
80 H 2.79560 2.70749 -2.91453  0.008
81 H 1.47486 2.08743 -2.43960  -0.008
82 O 2.37333 -0.77489 -2.93789  -0.088
83 H 3.17728 -0.51958 -2.45160  -0.022
84 H 1.69280 -0.78248 -2.25623  -0.018
85 O -3.43739 -0.65313 -1.43674  -0.074
86 H -3.59887 -1.59616 -1.32957  0.024
87 H -2.69724 -0.46408 -0.83830  -0.015
88 O -1.37933 1.79271 -3.36520  -0.062
89 H -2.28839 1.51550 -3.51212  0.022
90 H -1.20509 1.54717 -2.44357  -0.015

---

Computed, not measured: one molecule with the formula C2H8N2O2, with wB97M-V/def2-TZVPD.

Spin multiplicity: 1
Orbital gap, eV: 9.99
SMILES string: CO[C@@H](O)NN

Each line ends with the Löwdin charge.
Element x y z (Å)
1 C 1.83179 -0.08073 -0.33014  -0.109
2 O 0.58752 -0.56086 0.11934  -0.141
3 C -0.31740 0.45601 0.59176  -0.427
4 O 0.01725 1.65209 -0.16119  -0.042
5 N -1.63484 0.00048 0.50140  -0.050
6 N -2.08962 -0.86501 -0.54787  0.041
7 H 2.47967 -0.95672 -0.16825  0.098
8 H 2.15806 0.84363 0.14488  0.094
9 H 1.74336 0.04738 -1.41068  0.083
10 H -0.07682 0.81415 1.64100  0.172
11 H 0.07328 1.55851 -1.11066  0.079
12 H -2.13308 0.83855 0.52242  0.093
13 H -1.93634 -0.46270 -1.44703  0.059
14 H -1.69943 -1.75888 -0.52234  0.050

---

Q: What is the orbital gap in the second record?
A: 9.43 eV

---

Q: What is the orbital gap in the third record?
A: 9.99 eV